No. 1
{
  "formula": "C29H44BClN11NiS3",
  "method": "ωB97M-V/def2-TZVPD",
  "orbital_gap_ev": [6.5, 6.6],
  "multiplicity": 3,
  "total_charge": 1,
  "total_energy_ev": -133919.6506,
  "s_squared": 2.05,
  "relative_energy_ev": 1.248,
  "symbols": ["H", "H", "H", "C", "N", "N", "C", "H", "B", "S", "H", "H", "H", "H", "C", "N", "H", "H", "Ni", "H", "C", "H", "N", "C", "H", "N", "H", "H", "C", "Cl", "H", "C", "H", "H", "C", "N", "H", "H", "H", "H", "C", "C", "H", "S", "C", "H", "C", "H", "C", "H", "C", "H", "C", "C", "N", "N", "N", "H", "H", "C", "C", "C", "C", "C", "H", "H", "C", "H", "H", "C", "H", "C", "H", "C", "C", "H", "H", "H", "H", "C", "H", "H", "S", "H", "N", "C", "H", "C", "N", "H"],
  "xyz": [[-1.71271, 2.86170, 1.35771], [-0.81740, 1.56474, 2.71872], [-4.20625, -4.35779, 2.33001], [3.60705, 3.87868, -1.90639], [1.65976, 0.78574, -1.30957], [-4.17283, -3.64865, 1.60582], [-2.41593, 1.00425, -2.68993], [-2.06932, 0.27897, 2.25388], [0.28420, -1.11851, -1.11064], [-0.77740, -0.91335, -3.74414], [0.19183, 2.53825, 3.78882], [3.60956, 4.85913, -1.42945], [-3.53734, 0.91499, 3.03467], [-5.28532, 0.63291, 0.37307], [2.60603, -4.02531, 2.20818], [0.54910, -0.37293, 1.31637], [3.64254, -0.87486, -5.28979], [4.16969, 2.37962, 0.30798], [-0.00075, -2.93041, -2.16012], [-3.64293, -0.42911, 1.88677], [-2.78286, 1.43357, -4.07192], [-3.80096, 2.21873, -1.65663], [-2.41318, -5.04510, 0.90491], [-3.12377, 0.50275, 2.11332], [-2.48448, -3.35781, -2.96270], [-1.51592, -3.63113, -0.52923], [2.89936, 1.26340, 3.38894], [4.23032, 1.77555, -3.17921], [-1.42117, 0.00216, -2.48945], [-0.65105, -4.86106, -3.29804], [-3.12357, 0.58061, -4.66074], [-1.45583, -4.85431, 0.00932], [2.12491, 1.61236, 4.93517], [0.86355, 3.68401, -2.14940], [2.26207, -0.95763, -2.82528], [-1.01058, -0.27830, -1.24017], [4.63373, 3.50840, -1.89409], [4.70883, -1.56141, -4.08554], [-3.56909, 2.18518, -4.04526], [-3.08037, 3.58676, 0.51103], [1.87885, -2.75009, 1.93478], [3.45720, 1.12118, -2.80211], [4.97971, 0.10365, -4.64718], [1.95098, -2.44414, -3.56537], [-0.02819, -0.05074, 4.70048], [3.48684, -4.10673, 1.56873], [2.65578, 2.95440, -1.14854], [-5.35924, 1.83240, 1.66534], [1.02193, -0.57226, 2.51352], [-5.13074, 2.35999, 0.01107], [1.68241, -1.78360, 2.86196], [3.29790, 4.01746, -2.94447], [3.15202, 2.77735, 0.28871], [0.20769, 1.76622, 3.01786], [0.67782, -1.35977, 0.40358], [-2.54271, -3.02030, 0.03164], [1.49976, -0.44831, -1.82531], [3.15051, 3.73642, 0.81052], [-1.91429, 1.84779, -4.58695], [-3.35574, 1.47593, 0.95915], [2.58257, 1.57038, -1.78148], [-1.51465, -3.29467, -3.44425], [-4.86867, 1.57917, 0.72440], [1.24956, 3.56701, -1.13450], [2.91989, -4.07356, 3.24878], [-4.09440, -2.72486, 2.01536], [0.86127, 0.50674, 3.57852], [1.28030, 4.55257, -0.66695], [0.42086, -0.91273, 5.19595], [-2.64476, 0.98272, -0.29307], [2.50188, 2.08436, 0.81893], [4.22216, -0.63635, -4.39700], [-1.00492, -0.34756, 4.31229], [2.24083, 0.85806, 4.15572], [-3.01326, 1.48291, -1.57160], [-3.20917, 3.22838, 2.23362], [1.97400, -4.88579, 1.98303], [-1.55627, -3.04182, -4.49240], [-0.18541, 0.71830, 5.45798], [-2.80027, 2.87114, 1.28699], [0.73924, 2.15284, 2.14979], [2.04791, -1.92170, 3.87089], [1.55906, -3.57910, -0.64387], [-0.72251, -5.59621, -0.25054], [-1.65720, 0.14988, -0.14479], [1.33749, -2.49684, 0.63847], [2.73356, -0.00470, 4.60655], [3.32711, -0.12770, -3.31566], [-3.02620, -3.88718, 0.86836], [0.55996, 2.93475, -0.57392]],
  "forces_ev_per_angstrom": [[-0.03, 0.01, 0.01], [0.15, 0.08, 0.03], [0.00, 0.00, -0.02], [-0.02, 0.00, -0.02], [-0.01, 0.04, -0.02], [-0.03, 0.10, -0.05], [-0.11, 0.05, 0.10], [-0.11, -0.08, -0.03], [0.18, 0.05, 0.32], [0.13, 0.71, 0.14], [0.01, -0.01, 0.01], [0.00, 0.00, 0.00], [0.00, 0.00, 0.01], [0.01, 0.00, -0.01], [0.01, 0.00, -0.01], [0.03, 0.03, 0.00], [0.00, 0.00, 0.00], [-0.01, 0.01, 0.00], [0.79, 0.86, 0.37], [0.01, -0.13, 0.06], [0.01, 0.01, 0.00], [0.01, 0.04, 0.01], [0.07, 0.02, 0.03], [0.00, 0.00, -0.05], [-0.01, 0.05, -0.01], [-0.08, 0.10, 0.05], [0.04, 0.03, -0.08], [-0.01, 0.00, 0.00], [-0.04, -0.04, -0.29], [-0.07, -0.57, -0.17], [-0.01, 0.00, 0.00], [0.00, -0.07, -0.04], [0.00, 0.00, -0.01], [0.00, 0.00, -0.01], [-0.11, 0.02, -0.05], [0.19, -0.20, 0.06], [0.00, 0.02, 0.01], [0.00, 0.00, -0.01], [0.00, 0.00, 0.00], [0.02, 0.01, 0.00], [-0.02, 0.02, 0.02], [0.03, -0.02, 0.00], [0.00, 0.00, 0.01], [-0.17, -0.09, 0.11], [-0.03, -0.01, -0.01], [0.00, 0.00, 0.00], [-0.02, 0.00, 0.00], [0.00, 0.00, 0.00], [0.01, -0.02, 0.07], [0.00, 0.00, -0.02], [-0.01, 0.00, -0.04], [0.00, -0.01, -0.01], [0.07, 0.02, 0.05], [0.00, -0.05, 0.00], [0.00, 0.03, -0.03], [-0.06, -0.06, -0.03], [-0.04, -0.02, -0.12], [0.01, -0.01, 0.00], [0.00, -0.01, 0.00], [-0.01, 0.00, 0.01], [-0.07, -0.02, 0.01], [-0.50, -0.54, -0.39], [0.00, 0.00, 0.02], [0.00, 0.00, 0.03], [0.00, 0.00, 0.00], [0.00, 0.02, 0.04], [0.06, 0.04, -0.03], [0.01, 0.00, 0.00], [0.01, -0.02, -0.01], [0.01, 0.01, 0.06], [-0.03, -0.04, 0.08], [0.01, -0.01, 0.00], [0.01, 0.00, 0.02], [-0.05, -0.01, 0.02], [0.02, 0.00, -0.11], [-0.01, 0.00, 0.00], [0.00, 0.00, 0.00], [-0.03, -0.26, -0.04], [0.01, 0.00, 0.00], [-0.01, 0.01, -0.06], [0.04, 0.00, -0.03], [-0.01, -0.01, 0.00], [-0.16, -0.07, -0.07], [0.00, 0.01, -0.01], [-0.13, 0.00, 0.04], [0.05, -0.06, 0.10], [0.00, 0.03, 0.00], [0.04, 0.01, 0.00], [-0.01, 0.02, -0.02], [-0.01, 0.00, 0.00]],
  "mulliken_spin": [0.00, 0.00, 0.00, 0.00, 0.00, 0.00, -0.06, 0.00, -0.22, 0.35, 0.00, 0.00, 0.00, 0.00, 0.00, 0.00, 0.00, 0.00, 1.11, 0.00, 0.01, 0.00, 0.00, 0.00, -0.01, 0.04, 0.00, 0.00, 0.09, 0.06, 0.00, 0.00, 0.00, 0.00, 0.05, 0.02, 0.00, 0.00, 0.00, 0.00, -0.01, 0.00, 0.00, 0.14, 0.00, 0.00, 0.00, 0.00, 0.00, 0.00, 0.00, 0.00, 0.00, 0.00, -0.02, 0.00, 0.00, 0.00, -0.01, 0.00, 0.00, 0.43, 0.00, 0.00, 0.00, 0.00, 0.00, 0.00, 0.00, -0.01, 0.00, 0.01, 0.00, 0.00, 0.04, 0.00, 0.00, -0.02, 0.00, 0.00, 0.00, 0.00, 0.02, 0.00, 0.01, 0.02, 0.00, -0.03, 0.00, 0.00]
}

=====

No. 2
{
  "formula": "C29H44BrF3IN8O4RbS2",
  "method": "ωB97M-V/def2-TZVPD",
  "orbital_gap_ev": 7.6,
  "total_charge": 0,
  "total_energy_ev": -159524.2028,
  "relative_energy_ev": 0.624,
  "symbols": ["C", "H", "N", "O", "C", "H", "C", "H", "C", "H", "C", "C", "F", "C", "H", "F", "N", "N", "H", "H", "H", "H", "F", "H", "H", "S", "C", "C", "H", "H", "C", "O", "C", "H", "N", "C", "H", "H", "C", "H", "Br", "C", "C", "O", "O", "H", "H", "H", "H", "H", "N", "H", "S", "H", "N", "C", "C", "H", "N", "H", "C", "H", "H", "C", "H", "H", "C", "H", "H", "H", "C", "C", "H", "H", "H", "I", "H", "H", "H", "C", "C", "C", "H", "H", "C", "C", "H", "H", "H", "Rb", "N", "C", "C"],
  "xyz": [[2.09553, 3.10996, -0.94053], [4.14077, 2.03888, 3.99969], [-5.07029, -0.71277, 0.71115], [-0.84549, -1.71632, -3.18007], [0.45755, 0.93662, -3.80139], [1.43181, -6.18948, 1.85978], [4.03634, -4.09992, -1.13986], [1.08544, 0.08750, 2.68913], [0.46936, 4.16453, 5.63334], [3.28485, 5.04403, 0.31398], [1.78452, -6.12609, 0.82907], [0.59458, 0.63660, -5.14799], [-2.38640, -3.88446, -3.25435], [-2.31430, 2.87872, -0.42259], [3.62420, 1.22416, 2.51966], [-0.66177, -5.08944, -2.75743], [2.40856, 4.82494, 0.75519], [0.99543, 0.91428, 3.26687], [-3.56290, 3.72785, 1.09953], [2.87157, -6.22183, 0.84849], [2.07960, 3.85069, -1.73652], [3.64851, -4.97457, -0.62701], [-1.75364, -4.05532, -1.19432], [3.41037, -1.19808, -4.85450], [-7.11705, -1.07562, 0.96592], [-1.54841, 0.51177, 2.68793], [3.29161, 1.86619, 3.33603], [-0.26092, 1.35074, 3.39628], [1.83301, 1.81044, 4.94991], [0.99902, 3.42926, 6.23992], [-0.37179, -2.69584, -2.59460], [-3.01519, -0.74958, -0.27098], [2.15252, 1.20756, 4.10223], [2.98958, 2.82087, 2.90389], [-1.00484, 1.81533, -2.11584], [-0.76253, 1.63184, -3.34517], [5.12482, -4.15662, -1.05801], [0.24601, -4.76569, 0.18959], [-4.65030, 2.56342, -1.89310], [-5.56727, 2.42931, -2.45098], [-6.34453, 3.69278, 0.09288], [1.69862, 3.72924, 0.37888], [-6.44849, -0.28899, 0.61094], [0.76824, 3.30005, 1.03417], [0.71961, -2.82288, -1.99986], [-1.45996, 1.93031, -4.13437], [1.79817, -0.40304, -6.59265], [2.54325, -3.94137, -2.70019], [1.60676, -4.74326, -0.86146], [1.24185, 3.48671, 3.72498], [1.34096, 0.54906, -2.87711], [-1.39893, 2.98293, 0.14611], [2.70483, -1.19581, 1.33491], [-6.62247, 0.61371, 1.20226], [-0.52128, 2.46024, 4.13874], [-4.68033, 3.14050, -0.63419], [1.67292, -0.13496, -5.55180], [-6.68965, -0.06863, -0.42830], [3.61967, -2.90104, -0.42344], [1.03431, 5.09821, 5.64975], [1.33449, -4.82487, 0.18525], [-4.71600, -0.21188, -1.23296], [2.50234, 0.25560, 4.50846], [2.70442, -2.70803, 0.53039], [-0.49653, 4.34943, 6.10549], [-1.51614, 2.61882, 4.17981], [-1.30820, -3.93809, -2.47085], [1.25603, -3.32699, 1.67023], [1.37396, -6.97455, 0.28028], [-0.15124, 0.97264, -5.85638], [-2.25966, 2.30182, -1.68893], [0.28732, 3.67431, 4.20582], [-3.53849, -1.34707, 1.96255], [-0.20168, 4.44370, 3.60159], [3.92589, -5.00236, -3.09320], [4.08405, 2.34075, -0.88637], [4.16427, -2.06968, -0.58718], [3.03974, -0.52464, -2.49336], [-3.43237, 1.61702, -3.36391], [2.35982, -0.19706, -3.27225], [3.62014, -4.07714, -2.60218], [2.56759, -0.57213, -4.59498], [2.21094, 5.22311, 1.65753], [-5.14567, -2.01480, 2.34358], [-4.21496, -0.55126, -0.31352], [-4.60074, -1.12612, 2.01811], [1.43923, 2.28215, -1.19136], [-4.75271, -0.32926, 2.74967], [4.10573, -3.24608, -3.12016], [-0.24585, -0.47131, -0.45001], [1.82302, -3.64432, 0.89995], [-3.52365, 3.29847, 0.10821], [-3.44110, 2.13216, -2.41190]],
  "forces_ev_per_angstrom": [[-0.09, 0.00, -0.02], [0.00, -0.01, 0.00], [-0.02, 0.04, 0.09], [-0.02, -0.02, 0.01], [0.01, -0.02, -0.01], [0.01, 0.00, 0.00], [0.02, -0.01, 0.01], [0.00, -0.01, -0.02], [0.00, 0.01, -0.01], [0.00, 0.00, 0.01], [-0.01, -0.03, 0.02], [-0.01, 0.00, 0.01], [-0.02, -0.03, -0.03], [-0.01, 0.02, -0.04], [0.00, 0.00, 0.00], [-0.01, -0.01, 0.02], [-0.01, 0.03, 0.01], [0.00, 0.01, 0.01], [-0.01, 0.00, 0.00], [-0.01, 0.01, 0.00], [0.01, 0.00, -0.01], [0.02, 0.03, -0.03], [0.01, 0.01, 0.01], [0.00, 0.00, -0.01], [0.01, -0.01, -0.01], [0.07, 0.03, -0.04], [0.00, -0.01, 0.01], [0.02, -0.01, 0.03], [0.00, -0.01, -0.01], [0.00, 0.00, 0.00], [-0.08, 0.19, -0.02], [0.12, -0.08, -0.02], [0.00, -0.01, 0.00], [0.00, 0.01, -0.01], [-0.04, -0.04, -0.07], [0.01, 0.03, 0.00], [0.00, 0.00, 0.01], [0.01, 0.00, 0.01], [-0.03, 0.00, 0.00], [0.00, -0.01, -0.01], [0.01, 0.00, 0.00], [0.04, -0.02, 0.00], [0.00, 0.01, -0.06], [-0.06, -0.01, -0.01], [-0.07, -0.02, 0.06], [0.01, 0.01, 0.00], [0.00, 0.00, 0.00], [0.02, -0.02, 0.01], [-0.01, -0.02, 0.03], [-0.03, 0.00, 0.00], [0.01, 0.01, 0.02], [0.01, -0.06, 0.04], [0.02, 0.02, -0.06], [-0.01, -0.01, 0.01], [-0.04, -0.01, -0.01], [-0.02, 0.01, 0.01], [-0.01, 0.00, -0.02], [-0.01, 0.00, 0.00], [0.04, 0.03, -0.01], [0.00, -0.01, 0.00], [-0.02, 0.00, 0.00], [0.01, -0.01, -0.01], [0.01, 0.00, 0.01], [-0.02, 0.01, 0.03], [0.00, 0.00, 0.00], [0.00, 0.01, 0.00], [0.11, -0.03, -0.06], [-0.01, -0.03, 0.00], [0.00, 0.00, 0.00], [0.00, 0.00, 0.00], [-0.09, 0.06, 0.03], [0.03, 0.02, -0.01], [-0.04, -0.02, -0.02], [0.00, 0.00, 0.01], [0.00, 0.00, -0.01], [0.04, 0.00, 0.01], [0.01, -0.01, 0.00], [-0.01, 0.01, 0.00], [0.01, 0.00, 0.00], [-0.01, -0.01, 0.00], [0.01, -0.01, -0.04], [0.01, -0.01, 0.02], [0.01, 0.00, -0.01], [0.00, 0.00, 0.01], [-0.10, 0.06, -0.01], [0.03, -0.01, 0.02], [0.03, 0.02, 0.03], [0.01, 0.00, -0.01], [0.00, -0.01, 0.01], [0.06, -0.09, 0.11], [-0.05, 0.04, 0.00], [0.05, 0.02, 0.02], [0.06, -0.02, -0.04]],
  "lowdin_charge": [-0.54, 0.08, -0.18, 0.00, -0.28, 0.08, -0.22, 0.00, -0.08, 0.08, -0.07, -0.01, 0.15, -0.01, 0.02, 0.12, 0.15, 0.00, 0.10, 0.06, 0.06, 0.09, 0.12, 0.10, 0.09, 0.60, -0.08, -0.85, 0.10, 0.07, -0.66, -0.11, -0.22, 0.05, 0.06, -0.08, 0.12, 0.11, -0.14, 0.10, 0.73, -0.65, -0.06, 0.04, -0.08, 0.13, 0.11, 0.05, 0.08, 0.07, 0.08, 0.09, 0.59, 0.07, 0.00, -0.69, -0.05, 0.09, 0.02, 0.07, -0.23, 0.13, 0.12, -0.83, 0.07, 0.10, -0.53, 0.12, 0.08, 0.11, -0.27, -0.26, 0.04, 0.12, 0.08, 0.85, 0.11, 0.09, 0.12, -0.15, -0.07, -0.04, 0.11, 0.09, -0.33, -0.05, 0.00, 0.09, 0.07, 0.70, 0.03, -0.11, -0.03]
}